# 1
2 unconnected molecules or ions with the total composition C3H9NO at a distorted geometry. Source: OMol25; level of theory: wB97M-V/def2-TZVPD.

Properties
Highest occupied orbital energy in eV: -8.403
Orbital gap in eV: 9.4
Relative energy (zero: lowest compared OMol25 entry of this formula, charge and spin) in kcal/mol: 27.7

Geometry (Å):
1 C 2.038 0.637 -0.912
2 C 1.066 -0.284 -0.229
3 C -0.209 -0.269 -0.612
4 N -1.186 -1.093 0.008
5 H 2.839 0.948 -0.278
6 H 2.552 0.209 -1.780
7 H 1.634 1.596 -1.196
8 H 1.368 -1.006 0.524
9 H -0.671 0.428 -1.294
10 H -1.987 -1.273 -0.584
11 H -0.799 -1.972 0.288
12 H -2.699 0.351 2.533
13 H -1.890 0.725 1.311
14 O -2.057 1.003 2.223

Forces on the atoms, in the same order (eV/Å):
0.7 -0.2 0.0
-0.4 0.6 -1.2
-0.5 -0.7 1.1
-0.3 0.3 -0.6
0.7 -0.1 0.8
-0.3 -0.1 0.0
-0.7 0.1 -0.4
0.2 0.1 -0.1
0.4 0.3 -0.3
0.1 0.0 0.0
0.1 -0.4 0.4
0.2 0.1 0.0
0.2 -0.1 0.3
-0.3 -0.1 -0.2

Electronic structure analysis, Löwdin charges in units of e: number 1, C, carries -0.13; number 2, C, carries -0.16; number 3, C, carries -0.23; number 4, N, carries 0.01; number 5, H, carries 0.05; number 6, H, carries 0.07; number 7, H, carries 0.07; number 8, H, carries 0.10; number 9, H, carries 0.11; number 10, H, carries 0.08; number 11, H, carries 0.07; number 12, H, carries 0.03; number 13, H, carries -0.01; number 14, O, carries -0.08

***

# 2
2 unconnected molecules or ions with the total composition C3H9NO at a distorted geometry. Source: OMol25; level of theory: wB97M-V/def2-TZVPD.

Properties
Highest occupied orbital energy in eV: -9.143
Orbital gap in eV: 10.1
Relative energy (zero: lowest compared OMol25 entry of this formula, charge and spin) in kcal/mol: 90.2

Geometry (Å):
1 C -0.023 -0.830 1.476
2 C 0.600 1.267 -0.841
3 C 0.585 0.467 -2.011
4 N -1.435 -0.850 1.798
5 O 0.322 -0.363 0.189
6 H -1.943 -1.415 1.127
7 H -1.823 0.087 1.762
8 H 0.489 -0.211 2.222
9 H 0.360 -1.853 1.575
10 H 1.537 1.566 -0.389
11 H -0.284 1.818 -0.545
12 H -0.279 0.553 -2.664
13 H 1.534 0.283 -2.503
14 H 0.362 -0.521 -1.196

Forces on the atoms, in the same order (eV/Å):
0.1 0.2 0.1
-0.2 -0.9 0.9
-0.2 -0.9 0.2
0.1 0.1 -0.1
0.0 0.6 0.2
0.0 0.0 0.0
0.0 -0.1 0.0
-0.1 -0.1 0.0
0.0 0.1 -0.1
-0.1 0.1 0.0
0.1 0.0 0.0
0.1 0.1 0.0
-0.1 0.1 0.0
0.2 0.6 -1.2

Electronic structure analysis, Löwdin charges in units of e: number 1, C, carries -0.36; number 2, C, carries -0.01; number 3, C, carries -0.15; number 4, N, carries 0.01; number 5, O, carries -0.28; number 6, H, carries 0.06; number 7, H, carries 0.06; number 8, H, carries 0.11; number 9, H, carries 0.11; number 10, H, carries 0.09; number 11, H, carries 0.09; number 12, H, carries 0.07; number 13, H, carries 0.07; number 14, H, carries 0.14

***

# 3
C3H9NO in the gas phase at a distorted geometry. Source: OMol25; level of theory: wB97M-V/def2-TZVPD.

Properties
Highest occupied orbital energy in eV: -8.561
Orbital gap in eV: 9.5
Relative energy (zero: lowest compared OMol25 entry of this formula, charge and spin) in kcal/mol: 108.4

Geometry (Å):
1 C -0.392 0.286 -0.515
2 C -1.166 -0.352 2.011
3 C 1.309 -0.083 -1.747
4 N 0.878 0.192 -0.017
5 O -0.891 0.700 1.134
6 H 1.228 1.126 0.196
7 H -0.762 1.197 -0.989
8 H -0.868 -0.668 -0.744
9 H -2.223 -0.649 1.941
10 H -0.563 -1.252 1.805
11 H -0.963 -0.050 3.045
12 H 2.329 0.284 -1.696
13 H 1.275 -1.162 -1.855
14 H 0.808 0.431 -2.570

Forces on the atoms, in the same order (eV/Å):
-2.6 1.1 5.9
-0.3 -0.4 -0.5
1.9 0.1 2.4
2.1 -1.0 -5.7
-0.8 0.2 -1.7
-0.1 -0.1 -0.2
0.0 -0.3 -0.1
0.1 0.3 -0.3
0.0 -0.1 0.2
0.1 0.1 0.0
0.0 0.1 -0.2
0.2 -0.3 -0.4
0.0 0.1 0.0
-0.5 0.2 0.6

Electronic structure analysis, Löwdin charges in units of e: number 1, C, carries -0.21; number 2, C, carries -0.22; number 3, C, carries -0.02; number 4, N, carries 0.01; number 5, O, carries -0.28; number 6, H, carries 0.10; number 7, H, carries 0.12; number 8, H, carries 0.12; number 9, H, carries 0.07; number 10, H, carries 0.07; number 11, H, carries 0.07; number 12, H, carries 0.05; number 13, H, carries 0.06; number 14, H, carries 0.06

***

# 4
2 unconnected molecules or ions with the total composition C3H9NO2 at a distorted geometry. Source: OMol25; level of theory: wB97M-V/def2-TZVPD.

Properties
Highest occupied orbital energy in eV: -9.617
Orbital gap in eV: 10.3
Relative energy (zero: lowest compared OMol25 entry of this formula, charge and spin) in kcal/mol: 14.8

Geometry (Å):
1 O -1.334 0.556 1.111
2 C -0.669 0.630 0.100
3 N -0.335 -0.411 -0.721
4 C 0.526 2.930 0.480
5 C -0.336 2.091 -0.420
6 H 0.207 -0.244 -1.573
7 H -0.531 -1.368 -0.419
8 H -0.030 3.421 1.296
9 H 1.016 3.707 -0.130
10 H 1.306 2.287 0.923
11 H 0.213 2.066 -1.382
12 H -1.307 2.592 -0.600
13 O 0.720 -5.986 0.194
14 H 0.429 -5.507 1.003
15 H 0.122 -6.765 0.138

Forces on the atoms, in the same order (eV/Å):
0.4 -0.8 0.1
-0.5 2.1 -0.7
0.3 -0.1 0.0
0.5 0.2 0.9
-0.2 -1.1 -1.1
-0.4 -0.2 0.8
0.1 0.7 -0.3
0.2 -0.3 -0.3
-0.2 -0.2 0.4
-0.1 0.5 0.0
-0.5 -0.3 0.2
0.4 -0.4 0.0
-0.9 -0.3 0.8
0.3 -0.6 -0.9
0.6 0.9 0.1

Electronic structure analysis, Löwdin charges in units of e: number 1, O, carries 0.04; number 2, C, carries -0.54; number 3, N, carries 0.15; number 4, C, carries -0.12; number 5, C, carries -0.19; number 6, H, carries 0.10; number 7, H, carries 0.11; number 8, H, carries 0.08; number 9, H, carries 0.07; number 10, H, carries 0.08; number 11, H, carries 0.10; number 12, H, carries 0.12; number 13, O, carries -0.09; number 14, H, carries 0.05; number 15, H, carries 0.05

***

# 5
2 unconnected molecules or ions with the total composition C3H9NO2 at a distorted geometry. Source: OMol25; level of theory: wB97M-V/def2-TZVPD.

Properties
Highest occupied orbital energy in eV: -8.587
Orbital gap in eV: 9.4
Relative energy (zero: lowest compared OMol25 entry of this formula, charge and spin) in kcal/mol: 68.5

Geometry (Å):
1 C -3.211 -0.139 0.272
2 C -2.232 0.743 -0.138
3 O -0.998 0.244 -0.473
4 H -4.232 0.072 0.425
5 H -3.030 -1.213 0.225
6 H -2.408 1.789 -0.337
7 H -0.409 0.888 -0.878
8 N 2.679 -0.532 1.046
9 C 1.532 -0.550 0.206
10 O 1.585 0.388 -0.966
11 H 3.088 -1.415 1.184
12 H 2.479 -0.234 2.064
13 H 0.842 -0.289 0.947
14 H 1.230 -1.515 -0.200
15 H 2.462 0.267 -1.283

Forces on the atoms, in the same order (eV/Å):
2.6 0.8 -1.3
-1.6 -2.5 0.1
-1.0 0.2 0.3
-0.8 0.9 0.3
0.4 0.3 0.2
0.0 0.2 0.3
0.0 0.2 0.0
0.9 1.1 2.2
0.1 0.4 -0.6
-1.0 -0.9 2.4
0.9 -1.3 -0.4
0.2 -0.2 -2.5
-2.3 1.1 -0.4
0.4 -0.2 0.1
1.2 0.1 -0.6

Electronic structure analysis, Löwdin charges in units of e: number 1, C, carries 0.01; number 2, C, carries -0.23; number 3, O, carries -0.05; number 4, H, carries 0.02; number 5, H, carries 0.05; number 6, H, carries 0.10; number 7, H, carries 0.07; number 8, N, carries 0.00; number 9, C, carries -0.31; number 10, O, carries -0.08; number 11, H, carries 0.04; number 12, H, carries 0.12; number 13, H, carries 0.08; number 14, H, carries 0.12; number 15, H, carries 0.05

***

# 6
2 unconnected molecules or ions with the total composition C3H9NO2 at a distorted geometry. Source: OMol25; level of theory: wB97M-V/def2-TZVPD.

Properties
Highest occupied orbital energy in eV: -9.919
Orbital gap in eV: 10.6
Relative energy (zero: lowest compared OMol25 entry of this formula, charge and spin) in kcal/mol: 16.0

Geometry (Å):
1 O -0.046 0.813 0.483
2 C 0.061 0.073 -0.470
3 N 0.396 -1.218 -0.430
4 C -0.091 0.660 -1.864
5 C 0.841 -1.744 0.854
6 H 0.375 -1.791 -1.277
7 H -0.682 1.583 -1.746
8 H -0.634 -0.022 -2.540
9 H 0.876 0.918 -2.327
10 H 1.871 -1.371 0.985
11 H 0.872 -2.843 0.770
12 H 0.254 -1.476 1.749
13 O -1.259 2.525 1.907
14 H -2.014 2.144 2.411
15 H -0.819 1.748 1.494

Forces on the atoms, in the same order (eV/Å):
0.6 -0.8 0.7
0.1 0.9 -2.3
-0.5 -0.5 0.8
-0.7 0.3 -0.3
0.9 -1.0 -0.2
0.1 0.5 0.8
0.3 -0.4 -0.2
0.3 0.2 0.2
-0.3 -0.2 0.4
-0.3 -0.3 0.4
0.0 0.5 0.2
-0.1 0.1 -0.8
-1.0 -0.6 0.7
0.9 0.5 -0.5
-0.4 0.8 0.3

Electronic structure analysis, Löwdin charges in units of e: number 1, O, carries 0.04; number 2, C, carries -0.55; number 3, N, carries 0.01; number 4, C, carries 0.00; number 5, C, carries -0.07; number 6, H, carries 0.15; number 7, H, carries 0.09; number 8, H, carries 0.08; number 9, H, carries 0.09; number 10, H, carries 0.09; number 11, H, carries 0.09; number 12, H, carries 0.09; number 13, O, carries -0.11; number 14, H, carries 0.04; number 15, H, carries -0.04

***

What lowest unoccupied orbital energy values result from the calculations? In sequence: 0.955; 0.909; 0.901; 0.682; 0.840; 0.647 eV.